(1)
19
Properties=species:S:1:pos:R:3:forces:R:3 method="wB97M-V/def2-TZVPD" de_lowest_kcal_mol=40.9 e_homo_ev=0.6801 e_tot_ha=-402.16501 smiles=N[C@@H](C[O-])CCC[O-] charge=-2
C 2.16577 0.47052 -0.22855 0.087 -1.834 1.477
O 3.34208 -0.17421 -0.25207 1.694 -0.762 0.045
C 0.97870 -0.47889 0.50937 -0.529 1.514 -1.794
C -0.42128 -0.44418 -0.31393 1.217 -2.885 1.929
C -1.23102 0.62436 0.27261 -1.407 3.553 -1.874
C -2.70454 0.80376 -0.30991 0.189 -2.260 3.565
O -3.33959 1.82818 0.17135 -1.041 2.413 0.746
N 1.63572 -1.74395 0.63636 -0.916 -1.101 1.512
H 2.37269 1.34178 0.39228 -1.193 1.171 -0.328
H 1.81665 0.50585 -1.22578 -0.948 1.448 -1.558
H 0.77527 0.11643 1.42875 0.108 -1.239 0.089
H -0.21860 -0.50131 -1.37933 0.115 1.082 -0.387
H -1.12160 -1.33933 -0.24117 1.217 0.000 0.563
H -1.33843 0.68289 1.38570 0.237 -0.537 -0.935
H -0.74770 1.58727 -0.04438 -0.220 -0.279 0.615
H -3.21699 -0.17947 0.07944 0.344 -0.132 -0.289
H -2.85147 0.70100 -1.33721 0.776 -0.319 -2.807
H 2.62964 -1.46684 0.63043 0.275 -0.179 -0.553
H 1.47470 -2.33387 -0.17397 -0.004 0.347 -0.015

***

(2)
19
Properties=species:S:1:pos:R:3:forces:R:3 method="wB97M-V/def2-TZVPD" de_lowest_kcal_mol=83.6 e_homo_ev=-8.4816 e_tot_ha=-402.24485
C -0.09346 -0.70084 0.57507 -1.552 0.055 0.453
C 0.28213 0.47577 -0.25282 -1.010 1.142 0.702
C 1.53994 1.21528 0.07929 0.022 0.187 -0.010
C -0.22314 0.49778 -1.65752 -0.136 -0.106 0.015
N -0.32666 -1.93945 -0.11853 0.114 -0.042 -0.013
C -1.44560 0.12607 0.92706 0.480 -3.173 0.314
O 0.65124 -0.89069 1.75091 0.019 0.069 -0.330
O -2.50036 -0.22273 0.35206 0.709 0.981 0.059
H 1.48335 -1.31796 1.50891 -0.018 0.001 0.050
H -0.82125 1.24853 0.45979 1.238 0.100 -0.933
H -1.19976 -1.84296 -0.63824 0.050 0.043 0.012
H -0.52413 -2.64466 0.58648 0.031 0.054 -0.008
H -1.36268 0.38484 1.99647 -0.060 0.738 -0.216
H 1.55940 2.19199 -0.40323 0.030 -0.019 0.017
H 2.38605 0.63153 -0.30166 -0.023 0.014 -0.027
H 1.67638 1.33011 1.15267 -0.026 -0.010 -0.036
H 0.23127 -0.32296 -2.21858 -0.007 0.028 -0.002
H -0.00417 1.44408 -2.14947 0.041 -0.016 0.026
H -1.30857 0.33626 -1.64865 0.099 -0.046 -0.070

***

(3)
19
Properties=species:S:1:pos:R:3:forces:R:3 method="wB97M-V/def2-TZVPD" de_lowest_kcal_mol=51.2 e_homo_ev=-9.5502 e_tot_ha=-402.29662 smiles="CC(=O)NC[C@H](C)O"
O -0.98672 1.16936 2.65525 0.034 -0.951 0.599
C -0.85058 0.18191 1.93651 0.670 4.130 -0.914
N -0.93518 0.56789 0.55470 0.519 -5.678 0.721
C -0.52800 -0.26427 -0.64715 -2.256 -0.061 1.200
C 0.86763 0.11671 -1.02117 2.121 1.448 -3.196
C 0.97375 1.29758 -2.06357 -2.859 1.701 0.893
O 1.60644 -0.83791 -1.81802 -0.742 -1.082 0.686
C -0.68934 -1.16590 2.54661 -1.175 -1.912 -2.185
H -0.91404 1.53238 0.47089 -0.006 2.001 -0.206
H -0.51734 -1.37886 -0.40152 -0.390 1.429 0.035
H -1.41181 -0.07070 -1.38979 2.184 -0.525 0.720
H 1.52535 0.34721 -0.15107 -0.982 -0.111 -0.187
H 1.10191 1.01232 -3.08772 0.973 -1.010 -0.241
H -0.06533 1.80916 -2.30028 1.814 -0.298 1.462
H 1.75315 1.99381 -1.73756 -0.434 0.171 -0.378
H 1.31410 -1.71196 -1.54954 0.264 -0.410 0.039
H -0.17898 -1.27657 3.49974 -0.018 0.779 -0.141
H -0.28364 -1.94648 1.82641 -0.526 0.923 0.835
H -1.78138 -1.37567 2.67728 0.810 -0.543 0.258

***

(4)
19
Properties=species:S:1:pos:R:3:forces:R:3 method="wB97M-V/def2-TZVPD" de_lowest_kcal_mol=190.3 e_homo_ev=-9.4352 e_tot_ha=-402.07483
C -0.54971 -1.15628 0.72214 -0.371 1.162 -0.725
C 0.19391 -0.81627 -0.53289 1.898 -3.438 -0.457
C 1.24793 0.28524 -0.28077 1.915 -1.350 -0.915
C 2.27372 -0.08667 0.72995 -2.019 2.607 3.862
O 2.78620 -1.13558 0.92246 0.641 -2.281 -0.162
N -0.60493 -0.42960 -1.61348 -1.064 4.072 0.929
C -1.68203 0.33780 -1.18544 0.065 -2.749 -4.643
O -1.09992 1.58401 0.93902 -0.128 0.540 -1.018
H 0.07026 -1.53161 1.51842 0.071 0.071 0.228
H -1.45858 -1.72678 0.56301 0.181 -0.515 -0.101
H -0.86249 -0.11734 0.79600 -0.444 -0.703 2.435
H 0.88306 -1.59358 -0.90712 -0.509 -0.379 0.081
H 2.26562 -0.05303 -0.71450 -1.237 1.088 -2.973
H 1.03050 1.31907 -0.51045 0.063 -0.052 0.569
H 2.47974 0.73404 1.45424 0.516 0.337 -0.551
H -2.50300 -0.17527 -0.69813 0.176 0.210 1.213
H -2.07742 0.94196 -2.00452 -0.120 -0.196 -0.104
H -1.27112 1.07214 -0.31446 0.470 2.196 3.062
H -1.12176 2.54774 1.11651 -0.104 -0.623 -0.730

***

(5)
19
Properties=species:S:1:pos:R:3:forces:R:3 method="wB97M-V/def2-TZVPD" de_lowest_kcal_mol=56.7 e_homo_ev=-9.9200 e_tot_ha=-402.28779 smiles="C=NCCCC=O.O"
O 0.43699 2.82162 -0.46852 -0.203 -0.007 0.028
C 1.08995 1.81855 -0.56752 0.391 -0.239 0.178
C 0.58401 0.49068 -1.04824 -0.146 -0.584 -0.486
C -0.84801 0.08940 -0.69081 -0.065 0.110 0.630
C -1.05595 -0.64263 0.68583 -0.318 -0.036 -1.141
C 0.01629 0.88516 2.04513 -0.085 0.358 0.937
N -0.11707 -0.33040 1.75030 -0.277 0.081 -0.607
H 2.17692 1.82373 -0.35595 0.037 0.166 -0.015
H 1.26097 -0.32678 -0.79491 0.323 0.311 0.342
H 0.72256 0.57783 -2.14117 -0.329 0.003 0.111
H -1.24451 -0.59156 -1.44572 -0.083 0.174 -0.131
H -1.49702 0.96392 -0.65062 0.177 0.145 -0.400
H -2.10127 -0.40777 0.89529 0.042 0.067 0.719
H -1.06963 -1.71772 0.51103 0.290 -0.049 0.202
H -0.54891 1.74904 1.68222 -0.139 -0.295 -0.434
H 0.70838 1.13393 2.83759 0.314 0.014 0.160
H 0.20304 -3.39652 -0.38509 0.347 -0.164 -0.030
H 0.40460 -2.05114 -1.00253 0.464 -0.465 -0.055
O 0.87865 -2.88936 -0.85629 -0.739 0.410 -0.008

***

(6)
19
Properties=species:S:1:pos:R:3:forces:R:3 method="wB97M-V/def2-TZVPD" de_lowest_kcal_mol=36.9 e_homo_ev=-9.0177 e_tot_ha=-402.31932 smiles="O=C[C@@H]1CCCN1.O"
N -1.04872 0.61182 -1.53402 0.511 0.531 0.424
C -1.29426 -0.82979 -1.52723 -0.426 -0.188 -0.940
C -0.48974 -1.43181 -0.37403 -0.175 -0.298 -0.164
C -0.10029 -0.24012 0.47933 -0.184 0.399 1.071
C -0.14132 0.99404 -0.41946 -0.162 -1.282 -1.522
C 1.23695 1.25766 -1.02300 0.246 0.917 0.895
O 2.25163 1.14080 -0.38130 -0.078 -0.179 -0.216
H -1.87109 1.19089 -1.54397 -0.187 -0.251 -0.005
H -2.36964 -1.03355 -1.50272 0.030 0.012 0.470
H -0.99595 -1.26602 -2.48822 0.231 0.056 0.116
H 0.32657 -2.06339 -0.72780 0.361 0.537 -0.122
H -1.07191 -2.13402 0.19771 -0.483 -0.153 0.307
H 0.81744 -0.37245 1.04800 0.216 0.043 -0.395
H -0.84775 -0.05698 1.24950 -0.277 -0.284 0.060
H -0.57410 1.85738 0.07881 0.485 0.305 0.116
H 1.26873 1.64235 -2.05757 -0.174 -0.214 -0.101
H 1.82913 0.26681 2.72861 -0.056 0.370 -0.060
H 1.28967 0.54407 4.17634 0.240 -0.138 -0.536
O 1.78468 -0.07770 3.62101 -0.118 -0.182 0.604